[1]
58
Properties=species:S:1:pos:R:3:lowdin_charge:R:1 method="wB97M-V/def2-TZVPD" charge=+1 e_homo_ha=-0.4010 de_lowest_ev=2.393 gap_ev=8.49
C -0.2657 0.1526 3.6707 -0.06
C -0.3757 -0.8369 2.5280 -0.42
C -0.6022 -0.2826 1.1018 -0.10
C -0.0738 -1.1716 -0.0258 -0.22
C -0.5864 -2.3734 -0.2767 -0.14
N -0.3287 -3.0982 -1.4071 0.10
N 0.8823 -0.5097 -0.9265 0.21
N -1.3548 -1.9344 2.7268 0.04
H 0.2977 -0.2807 4.5002 0.08
H -1.1905 0.4673 4.1391 0.08
H 0.3496 0.9837 3.3686 0.06
H 0.5784 -1.3793 2.5308 0.13
H -1.6717 -0.2117 1.0009 0.09
H -0.0802 0.6515 1.0030 0.08
H -1.2702 -2.8221 0.3955 0.11
H -0.4791 -4.0822 -1.5196 0.10
H 0.3691 -2.7723 -2.0714 0.06
H 0.4570 -0.3888 -1.8519 0.09
H 1.1085 0.4283 -0.5304 0.08
H 1.6850 -1.0638 -1.2391 0.12
H -0.9498 -2.6887 3.2574 0.07
H -2.1952 -1.5911 3.1944 0.08
H 0.5003 3.8743 0.5761 0.05
H -0.4176 5.0217 0.2320 0.05
O -0.4219 4.0810 0.3356 -0.04
H 1.5477 2.2461 -0.9142 -0.01
H 2.4921 1.6020 0.0582 0.03
O 1.5832 1.9889 -0.0048 -0.08
H 2.5535 1.3076 -3.2862 0.05
H 1.2316 2.0141 -2.8836 0.02
O 2.1774 1.9266 -2.6585 -0.05
H 3.1464 -4.0135 0.4748 0.05
H 2.1652 -3.5196 1.5293 0.06
O 3.1214 -3.6535 1.3647 -0.05
H -2.0987 3.8956 1.7560 0.01
H -1.2374 2.8337 2.4100 0.00
O -2.0987 3.2294 2.4409 -0.05
H -0.8194 2.7014 -1.6788 0.05
H -1.1329 1.3735 -2.5969 0.04
O -0.4601 1.9202 -2.1179 -0.07
H -2.7713 -0.1502 -3.4158 0.05
H -2.1727 -0.6140 -2.1776 0.04
O -1.9104 -0.1832 -3.0194 -0.06
H 3.7095 -2.1927 0.3657 0.01
H 3.9077 -0.7126 -0.0576 0.00
O 3.5898 -1.5843 -0.3883 -0.09
H -3.9625 -0.3884 -0.6033 0.02
H -4.6945 -0.2437 -1.9355 0.07
O -3.9681 -0.7409 -1.5228 -0.07
H -4.5700 0.5287 1.3443 0.07
H -4.0528 1.7764 1.0635 0.04
O -3.9700 0.9034 0.6941 -0.04
H 0.0113 -1.0970 -3.8954 0.04
H 1.5534 -1.2573 -4.2298 0.07
O 0.8590 -1.4262 -3.5815 -0.04
H 4.4979 1.4771 0.4088 0.09
H 3.9251 1.0631 1.6400 0.11
O 3.8829 0.8162 0.7053 -0.01


[2]
7
Properties=species:S:1:pos:R:3:lowdin_charge:R:1 method="wB97M-V/def2-TZVPD" smiles="S=N/N=c1/sc1=S" e_homo_ha="-0.2929 / -0.3097" de_lowest_ev=3.565 gap_ev="5.99 / 6.36"
S 0.1471 -2.3720 -2.1424 0.65
N -0.4861 -1.3176 -1.1847 -0.56
N -0.4363 -0.9425 -0.0365 0.00
C -0.3986 0.2125 0.5215 -0.72
S -1.1372 1.0592 1.9562 0.70
C 0.5745 1.2115 0.6287 -0.88
S 1.7366 2.1489 0.2572 0.81